C26H59BClNO10 | ωB97M-V/def2-TZVPD

Computed properties:
SMILES	C#C[C@@]1(B(N)O)OC(=O)O[C@H]1C[C@H](C)Cl.CC(C)O.CC(C)O.CC(C)O.CC(C)O.CC(C)O.CC(C)O
E_tot	-63075.533	eV
HOMO	-9.17	eV
F_max	9.997	eV Å⁻¹
2S+1	1
net charge	0

Last columns: bonded neighbours and bond lengths (Å).
Element x y z (Å)
1 H -8.36115 -0.55460 11.33929  C47 1.094
2 H -6.01544 -0.35451 12.41174  C37 1.094
3 H -5.65405 -2.74414 -0.13810  C57 1.095
4 H 5.50043 3.60568 -6.71466  C15 1.094
5 H -1.53032 0.82888 7.02456  C80 1.095
6 H -2.65512 2.22692 8.78465  C9 1.094
7 C -0.26734 0.37110 2.66930  C48 1.424, C55 1.666
8 H -4.05392 -0.80010 1.36007  O90 0.972
9 C -3.18361 1.90762 7.88111  H6 1.094, H31 1.096, H54 1.095, C80 1.520
10 H 3.88174 -2.78875 -7.31680  O22 0.972
11 H 6.62523 2.20764 -8.47476  C62 1.095
12 H 4.39298 2.38602 -7.38619  C15 1.095
13 C 2.62965 -2.14908 -9.46665  H18 1.094, C84 1.520, H86 1.095, H89 1.096
14 C -6.54293 0.11002 10.35853  O16 1.425, C37 1.520, C47 1.520, H81 1.095
15 C 4.97194 3.28638 -7.61821  H4 1.094, H12 1.095, C62 1.520, H77 1.096
16 O -5.94416 -0.00336 9.07018  C14 1.425, H73 0.972
17 B 1.72556 2.29974 2.11961  O24 1.499, C55 1.673, N88 1.518
18 H 2.36539 -1.44033 -10.25752  C13 1.094
19 H 1.95895 -4.80900 -3.80241  C36 1.096
20 H -3.23685 -2.57193 -0.71016  C78 1.095
21 H 1.31422 -1.81510 -3.59711  C98 1.095
22 O 3.00595 -2.42318 -7.10823  H10 0.972, C84 1.425
23 H -4.63661 0.09648 11.38198  C37 1.095
24 O 2.75752 2.77617 1.14277  B17 1.499, H29 1.017
25 H -0.82802 3.23144 7.25326  C61 1.094
26 H 1.85627 3.55922 3.75643  N88 1.061
27 H -8.53866 -0.23630 9.59798  C47 1.095
28 C 6.74585 4.26162 -9.10500  H40 1.096, H45 1.094, C62 1.520, H79 1.095
29 H 2.33192 3.44271 0.50366  O24 1.017
30 H -3.54427 1.92049 5.33778  O93 0.972
31 H -3.90527 2.68468 7.60497  C9 1.096
32 H 4.02730 -3.25021 -3.56568  C49 1.096
33 H -0.72319 2.67821 5.56567  C61 1.095
34 H -5.26626 -2.88337 1.57146  C57 1.096
35 H 3.47789 0.41710 -8.84161  C39 1.094
36 C 1.37173 -3.91781 -4.05103  H19 1.096, H59 1.094, H74 1.095, C98 1.520
37 C -5.59021 -0.44177 11.40715  H2 1.094, C14 1.520, H23 1.095, H41 1.096
38 C 1.94999 -1.32534 2.90302  O46 1.337, O53 1.487, O72 1.477
39 C 3.70972 -0.34573 -8.09195  H35 1.094, H70 1.095, H83 1.096, C84 1.520
40 H 6.08713 5.07328 -9.43389  C28 1.096
41 H -5.36286 -1.49621 11.21393  C37 1.096
42 H 1.95009 -0.35137 -1.44577  C56 1.194
43 H 1.69178 -1.05817 -7.86633  C84 1.095
44 H -7.72106 -1.69732 10.13577  C47 1.096
45 H 7.32753 4.61020 -8.24606  C28 1.094
46 O 2.12777 -2.18396 3.91292  C38 1.337
47 C -7.86760 -0.63598 10.36593  H1 1.094, C14 1.520, H27 1.095, H44 1.096
48 C -1.55417 0.16899 3.24554  C7 1.424, H96 1.194
49 C 3.36922 -2.41243 -3.82242  H32 1.096, H65 1.095, H67 1.094, C98 1.520
50 H -1.55830 -2.31480 1.11087  C52 1.095
51 H 0.34056 -1.12916 -0.83198  C56 1.180
52 C -2.49970 -2.84429 1.29309  H50 1.095, H69 1.096, C78 1.520, H92 1.094
53 O 1.57387 -1.56582 1.48428  C38 1.487, C75 1.498
54 H -3.76257 1.00726 8.11313  C9 1.095
55 C 1.24196 0.69976 2.04610  C7 1.666, B17 1.673, O72 1.501, C75 1.639
56 C 1.07817 -0.22894 -0.63966  H42 1.194, H51 1.180, C75 1.638, C91 1.639
57 C -4.89016 -3.09487 0.56415  H3 1.095, H34 1.096, C78 1.520, H94 1.094
58 H -1.28651 2.03324 0.42333  C60 1.192
59 H 1.35985 -3.79962 -5.13893  C36 1.094
60 C -1.26170 1.23765 -0.46420  H58 1.192, H66 1.193, H82 1.184, C91 1.658
61 C -1.40970 2.88286 6.39431  H25 1.094, H33 1.095, H63 1.096, C80 1.520
62 C 5.94397 3.01799 -8.75612  H11 1.095, C15 1.520, C28 1.520, O97 1.425
63 H -2.06842 3.69452 6.06543  C61 1.096
64 Cl 0.14621 1.16162 -2.90701  C91 1.891
65 H 3.77158 -1.52843 -3.31599  C49 1.095
66 H -2.02935 1.56772 -1.31547  C60 1.193
67 H 3.41728 -2.24912 -4.90347  C49 1.094
68 H 2.47696 -3.63867 -1.74901  O85 0.972
69 H -2.79100 -2.62390 2.32626  C52 1.096
70 H 3.74342 0.13033 -7.10603  C39 1.095
71 H 2.99545 -0.27454 0.72137  C75 1.194
72 O 2.09975 0.12563 3.13572  C38 1.477, C55 1.501
73 H -5.78401 -0.94573 8.89573  O16 0.972
74 H 0.34911 -4.10772 -3.70769  C36 1.095
75 C 1.80707 -0.23960 0.82773  O53 1.498, C55 1.639, C56 1.638, H71 1.194
76 H 0.87516 2.14461 -0.76326  C91 1.170
77 H 4.25028 4.06344 -7.89434  C15 1.096
78 C -3.56959 -2.38324 0.31630  H20 1.095, C52 1.520, C57 1.520, O90 1.425
79 H 7.43236 4.05697 -9.93364  C28 1.095
80 C -2.21158 1.63923 6.74319  H5 1.095, C9 1.520, C61 1.520, O93 1.425
81 H -6.71911 1.17491 10.54536  C14 1.095
82 H -1.56236 0.20750 0.03554  C60 1.184
83 H 4.71480 -0.73549 -8.28884  C39 1.096
84 C 2.67965 -1.46375 -8.11035  C13 1.520, O22 1.425, C39 1.520, H43 1.095
85 O 1.92137 -2.86957 -1.95867  H68 0.972, C98 1.425
86 H 1.89284 -2.95950 -9.46140  C13 1.095
87 H 4.61128 3.29925 -10.16153  O97 0.972
88 N 1.06159 3.16896 3.17186  B17 1.518, H26 1.061, H95 1.043
89 H 3.59642 -2.60282 -9.71231  C13 1.096
90 O -3.75829 -0.97707 0.45153  H8 0.972, C78 1.425
91 C 0.29752 1.16050 -1.02242  C56 1.639, C60 1.658, Cl64 1.891, H76 1.170
92 H -2.31980 -3.91999 1.20284  C52 1.094
93 O -2.93664 1.20714 5.59480  H30 0.972, C80 1.425
94 H -4.78194 -4.17808 0.45199  C57 1.094
95 H 0.56092 3.93261 2.66684  N88 1.043
96 H -2.37109 -0.30209 3.97789  C48 1.194
97 O 5.21891 2.58590 -9.90452  C62 1.425, H87 0.972
98 C 1.94282 -2.68337 -3.37150  H21 1.095, C36 1.520, C49 1.520, O85 1.425

Just the Mulliken charges please, in e? Sure, here they are: H 0.3664; H 0.3729; H 0.3311; H 0.3672; H 0.2617; H 0.3683; C -0.6022; H 0.3343; C -1.3373; H 0.2898; H 0.2774; H 0.1150; C -1.3269; C 0.3892; C -0.9798; O -0.4997; B 0.5621; H 0.3732; H 0.3533; H 0.3058; H 0.1163; O -0.5056; H 0.3038; O -0.6058; H 0.3863; H 0.2355; H 0.3126; C -1.3777; H 0.3021; H 0.3016; H 0.3451; H 0.3604; H 0.1281; H 0.3472; H 0.4260; C -1.4304; C -1.2397; C 0.3648; C -1.1342; H 0.3476; H 0.3311; H -0.0266; H 0.2603; H 0.3391; H 0.3671; O -0.5827; C -1.2604; C -0.7509; C -1.0062; H 0.0395; H 0.2911; C -0.8277; O -0.3391; H 0.3064; C 1.2166; C -0.5769; C -1.3973; H 0.0894; H 0.2941; C -0.4465; C -1.0930; C 0.4526; H 0.3306; Cl -0.2263; H 0.3222; H 0.3679; H 0.0876; H 0.3020; H 0.2119; H 0.2688; H 0.4106; O -0.3699; H 0.3254; H 0.3736; C 0.1548; H 0.0508; H 0.3287; C 0.3752; H 0.3279; C 0.4867; H 0.2517; H -0.0582; H 0.2722; C 0.2984; O -0.4322; H 0.3355; H 0.3574; N -0.4701; H 0.3553; O -0.5145; C 0.4227; H 0.4170; O -0.4707; H 0.3796; H 0.2051; H 0.3322; O -0.5473; C 0.7516

=====

C5H12O | ωB97M-V/def2-TZVPD

Computed properties:
SMILES	C=CC.C=O.C
E_tot	-7425.455	eV
HOMO	-9.83	eV
F_max	0.573	eV Å⁻¹
2S+1	1
net charge	0

Last columns: bonded neighbours and bond lengths (Å).
Element x y z (Å)
1 C -0.98458 -2.22647 0.77040  H5 1.094, H9 1.094, H11 1.092, H12 1.094
2 H -0.21371 -0.94984 -1.80239  C7 1.106
3 H 0.08656 2.48991 -0.90942  C15 1.091
4 H 1.05395 0.26384 -2.46257  C7 1.108
5 H -1.13988 -1.80107 1.76606  C1 1.094
6 H 1.50295 2.45774 1.31038  C8 1.097
7 C 0.82874 -0.58174 -1.78334  H2 1.106, H4 1.108, O17 1.206
8 C 1.25269 1.56248 0.72862  H6 1.097, C15 1.501, H16 1.095, H18 1.096
9 H 0.01166 -1.95835 0.40737  C1 1.094
10 H -2.04460 1.40549 -0.44337  C13 1.087
11 H -1.07305 -3.31391 0.82432  C1 1.092
12 H -1.74640 -1.83363 0.09035  C1 1.094
13 C -1.16429 1.20187 0.16089  H10 1.087, H14 1.088, C15 1.331
14 H -1.28714 0.50319 0.98605  C13 1.088
15 C 0.00753 1.78718 -0.07816  H3 1.091, C8 1.501, C13 1.331
16 H 1.12682 0.72410 1.42103  C8 1.095
17 O 1.67257 -1.06744 -1.07134  C7 1.206
18 H 2.11018 1.33666 0.08510  C8 1.096

Just the Mulliken charges please, in e? Sure, here they are: C -0.9335; H 0.2402; H 0.3721; H 0.3111; H 0.2572; H 0.3369; C -0.1676; C -0.9569; H 0.1685; H 0.2787; H 0.3016; H 0.2285; C -0.6976; H 0.1803; C -0.0280; H 0.2621; O -0.4125; H 0.2588

=====

C4H11NO2 | ωB97M-V/def2-TZVPD

Computed properties:
SMILES	N[C@@H](CO)CCO
E_tot	-9910.107	eV
HOMO	-8.98	eV
F_max	4.115	eV Å⁻¹
2S+1	1
net charge	0

Last columns: bonded neighbours and bond lengths (Å).
Element x y z (Å)
1 H 0.53217 -1.27316 -1.64704  N13 1.013
2 H -0.03046 2.85174 1.00521  C11 1.100
3 H -1.25537 0.17813 -0.99418  C5 1.089
4 H -1.82302 -1.48643 0.87503  C10 1.125
5 C -0.50576 -0.19333 -0.29678  H3 1.089, C6 1.507, C10 1.577, N13 1.472
6 C -0.18813 0.67568 0.89276  C5 1.507, C11 1.547, H14 1.111, H15 1.090
7 H -1.01609 -3.07898 -1.13970  O12 0.965
8 O 1.85562 2.04485 0.80603  H9 0.950, C11 1.411
9 H 2.07545 1.16407 1.08573  O8 0.950
10 C -0.95871 -1.63049 0.16917  H4 1.125, C5 1.577, O12 1.422, H18 1.104
11 C 0.47814 2.01648 0.50195  H2 1.100, C6 1.547, O8 1.411, H16 1.112
12 O -1.52731 -2.28033 -0.96081  H7 0.965, C10 1.422
13 N 0.67285 -0.39954 -1.15472  H1 1.013, C5 1.472, H17 1.012
14 H -1.17781 0.99054 1.28615  C6 1.111
15 H 0.26147 0.35388 1.83258  C6 1.090
16 H 0.22633 2.25524 -0.55411  C11 1.112
17 H 1.61167 -0.40802 -0.77724  N13 1.012
18 H -0.24661 -2.30049 0.68088  C10 1.104

Just the Mulliken charges please, in e? Sure, here they are: H 0.2144; H 0.3268; H 0.1811; H 0.2263; C 0.5769; C -1.0689; H 0.3204; O -0.5043; H 0.3262; C -0.7691; C -0.3554; O -0.5250; N -0.5919; H 0.3564; H 0.4604; H 0.2885; H 0.1909; H 0.3463

=====

| no. | Kohn-Sham gap (hartree) |
| --- | --- |
| 1 | 0.337 |
| 2 | 0.395 |
| 3 | 0.357 |